87
Properties=species:S:1:pos:R:3 method="wB97M-V/def2-TZVPD" gap_ha="0.2597 / 0.1092" lumo_energy_ev="-2.64 / -6.73" multiplicity=2 s2=0.755 charge=+1
C -1.205 -6.827 -3.115
C -0.777 -6.345 -1.688
C 0.524 -5.394 -1.756
C 0.156 -4.052 -2.380
C -1.034 -3.387 -1.554
C -2.311 -4.278 -1.319
N -1.899 -5.667 -0.964
O -2.928 -6.444 -0.325
C -3.090 -3.725 -0.115
C -3.242 -4.210 -2.578
C -0.358 -7.527 -0.817
H -1.479 -6.052 -3.831
H -2.219 -7.219 -3.193
H -0.563 -7.615 -3.510
H 1.009 -5.186 -0.803
H 1.238 -5.869 -2.428
H -0.126 -4.278 -3.409
H 1.036 -3.408 -2.379
H -1.263 -2.459 -2.079
H -0.707 -3.045 -0.571
H -3.193 -2.640 -0.122
H -4.060 -4.222 -0.104
H -2.515 -4.005 0.767
H -4.105 -3.558 -2.442
H -2.789 -3.756 -3.459
H -3.646 -5.199 -2.799
H -0.031 -7.150 0.152
H 0.512 -7.984 -1.289
H -1.111 -8.288 -0.616
H -3.527 -6.708 -1.028
C -0.724 3.302 -0.104
C 0.345 4.353 -0.651
C -0.587 5.525 -1.114
C 0.214 6.815 -1.295
C 0.988 7.158 -0.089
C 1.946 6.044 0.474
N 1.235 4.740 0.490
O 2.011 3.704 1.001
C 3.287 6.001 -0.359
C 2.346 6.378 1.978
C 1.115 3.947 -1.844
H -1.447 3.742 0.583
H -0.322 2.426 0.406
H -1.274 2.833 -0.919
H -1.148 5.327 -2.028
H -1.277 5.687 -0.286
H -0.518 7.619 -1.373
H 0.835 6.891 -2.187
H 0.393 7.486 0.764
H 1.657 7.976 -0.355
H 3.657 4.978 -0.416
H 3.238 6.278 -1.412
H 4.082 6.574 0.118
H 1.503 6.334 2.668
H 3.158 5.772 2.379
H 2.808 7.358 2.093
H 1.730 4.761 -2.230
H 0.483 3.726 -2.704
H 1.673 3.038 -1.618
H 2.706 3.733 0.339
O 1.849 -0.719 -0.721
H 2.404 -0.578 0.046
H 2.447 -1.050 -1.392
O 0.064 -0.397 1.875
H -0.029 -0.759 0.994
H 0.831 0.173 1.820
O 3.313 -0.878 1.488
H 3.041 -1.471 2.188
H 3.875 -0.237 1.923
O 2.081 1.970 3.730
H 2.418 2.170 4.603
H 1.386 2.613 3.588
O 0.911 -1.126 4.896
H 1.257 -0.801 4.066
H 1.467 -0.723 5.563
O -0.418 0.127 -1.713
H 0.383 -0.204 -1.308
H -0.486 -0.354 -2.538
O -2.898 -0.768 1.921
H -2.050 -0.503 2.276
H -2.994 -0.254 1.119
O -1.812 1.690 3.286
H -2.255 1.235 4.002
H -0.896 1.732 3.558
O -1.681 -1.638 4.360
H -0.744 -1.443 4.379
H -1.870 -1.816 3.439



43
Properties=species:S:1:pos:R:3 method="wB97M-V/def2-TZVPD" gap_ha=0.3250 smiles=COc1cccc(OC)c1OCCCN1CCOCC1 lumo_energy_ev=0.81 relative_energy_kj_mol=378.05 multiplicity=1
C 2.513 0.716 -1.397
O 1.243 0.902 -0.824
C 1.045 1.996 -0.016
C 2.064 2.873 0.343
C 1.795 3.973 1.132
C 0.513 4.224 1.583
C -0.514 3.351 1.254
O -1.809 3.488 1.654
C -2.154 4.609 2.426
C -0.257 2.223 0.451
O -1.353 1.466 0.144
C -1.256 0.049 0.134
C -1.465 -0.493 -1.279
C -1.834 -1.984 -1.346
N -0.852 -2.962 -0.928
C 0.462 -2.812 -1.521
C 1.248 -4.103 -1.279
O 1.356 -4.388 0.097
C 0.079 -4.495 0.682
C -0.726 -3.205 0.494
H 2.818 1.583 -1.990
H 3.273 0.506 -0.637
H 2.416 -0.150 -2.052
H 3.072 2.707 0.001
H 2.596 4.646 1.396
H 0.328 5.090 2.197
H -3.224 4.521 2.608
H -1.955 5.545 1.892
H -1.625 4.620 3.385
H -0.299 -0.270 0.549
H -2.062 -0.311 0.788
H -0.573 -0.297 -1.873
H -2.289 0.071 -1.721
H -2.072 -2.214 -2.391
H -2.735 -2.160 -0.753
H 1.019 -1.969 -1.079
H 0.352 -2.646 -2.594
H 0.739 -4.934 -1.790
H 2.269 -4.016 -1.653
H -0.471 -5.331 0.225
H 0.244 -4.700 1.741
H -0.202 -2.391 1.022
H -1.719 -3.326 0.929



87
Properties=species:S:1:pos:R:3 method="wB97M-V/def2-TZVPD" gap_ha="0.2355 / 0.2100" lumo_energy_ev="-6.03 / -7.76" multiplicity=5 s2=6.050 charge=+2
Os -0.208 0.468 0.226
C -2.900 0.435 3.289
C -3.594 -0.085 2.028
C -4.784 -0.979 2.375
P -2.319 -0.695 0.826
C -3.180 -1.333 -0.698
C -4.238 -0.344 -1.185
C -3.720 -2.757 -0.567
C -1.403 -2.148 1.451
C -1.846 -2.986 2.464
C -1.038 -3.990 2.995
C -1.520 -4.879 4.102
C 0.256 -4.121 2.487
C 0.717 -3.315 1.466
C -0.106 -2.327 0.912
N 0.318 -1.432 -0.077
C 1.199 -1.706 -1.090
C 1.716 -2.984 -1.382
C 2.705 -3.134 -2.327
C 3.230 -2.037 -3.017
C 4.335 -2.200 -4.012
C 2.628 -0.788 -2.820
C 1.590 -0.634 -1.926
P 0.379 0.869 -2.075
C -0.416 0.239 -3.683
C -0.621 -1.276 -3.732
C 0.338 0.718 -4.924
C -1.175 2.245 -1.783
C -1.128 2.993 -0.459
C -1.168 3.230 -2.939
H -3.628 0.943 3.922
H -2.105 1.148 3.054
H -2.467 -0.385 3.864
H -3.978 0.781 1.474
H -4.517 -1.764 3.081
H -5.236 -1.434 1.497
H -5.547 -0.363 2.853
H -2.365 -1.350 -1.427
H -5.148 -0.409 -0.588
H -4.507 -0.570 -2.218
H -3.883 0.689 -1.149
H -4.535 -2.818 0.152
H -2.940 -3.452 -0.264
H -4.105 -3.083 -1.534
H -2.845 -2.863 2.858
H -2.446 -4.509 4.538
H -0.765 -4.957 4.885
H -1.701 -5.889 3.732
H 0.917 -4.865 2.915
H 1.742 -3.408 1.135
H 1.332 -3.851 -0.864
H 3.088 -4.125 -2.538
H 4.918 -3.095 -3.803
H 4.993 -1.332 -4.011
H 3.926 -2.300 -5.021
H 2.962 0.043 -3.424
H -1.410 0.686 -3.680
H 0.303 -1.813 -3.937
H -1.317 -1.500 -4.542
H -1.041 -1.674 -2.809
H 1.219 0.106 -5.111
H 0.654 1.757 -4.859
H -0.318 0.623 -5.791
H -2.045 1.589 -1.824
H -0.254 3.639 -0.403
H -1.160 2.341 0.439
H -2.016 3.628 -0.387
H -0.258 3.830 -2.941
H -2.009 3.917 -2.806
H -1.286 2.764 -3.914
C 0.204 -0.978 6.039
C 0.527 -0.039 4.917
C 1.019 1.243 5.147
C 1.358 2.058 4.078
C 1.157 1.550 2.814
Br 1.642 2.540 1.262
N 0.635 0.360 2.549
C 0.351 -0.423 3.594
H -0.053 -0.434 6.946
H 1.072 -1.602 6.262
H -0.624 -1.639 5.781
H 1.155 1.601 6.160
H 1.757 3.052 4.222
H -0.029 -1.409 3.364
O 3.039 2.340 -4.205
S 2.640 2.799 -2.902
N 1.488 2.105 -2.207



Q: Which of these has the lowest multiplicity?
A: C15H23NO4